Computed, not measured: the molecule C4H9NO2, with ωB97M-V with the def2-TZVPD basis set.

Last column: Mulliken charge in e.
CARTESIAN COORDINATES (ANGSTROEM)
C: -1.31882 -0.37032 1.19039  -1.667
C: -0.19881 -0.44338 0.21322  0.603
C: 1.03498 0.41305 0.67110  -0.492
O: 2.15640 -0.47782 0.89715  -0.525
N: -0.71191 0.03985 -1.06049  -0.222
C: -0.04698 0.10357 -2.23887  -0.026
O: 1.03507 -0.34502 -2.50949  -0.515
H: -2.19978 -0.97126 0.93604  0.377
H: -1.14224 -0.60565 2.24204  0.398
H: -1.76013 0.63519 1.30557  0.415
H: 0.24570 -1.43766 0.18481  0.182
H: 0.95528 1.04229 1.55516  0.302
H: 1.23793 0.99714 -0.23072  0.283
H: 2.89188 0.12968 0.83439  0.300
H: -1.48401 0.66856 -1.01694  0.253
H: -0.69456 0.62178 -2.97334  0.335

Computed properties:
ΔE to the lowest compared entry with this formula, charge and spin = 147.78 kJ/mol
strongest force on any atom = 2.5 eV/A
SMILES = C[C@H](CO)NC=O
Kohn-Sham gap = 10.73 eV
highest occupied orbital energy = -9.91 eV
net charge = 0
2S+1 = 1

Computed, not measured: the molecule C20H24F2N2O2S, with ωB97M-V with the def2-TZVPD basis set.

Last column: Mulliken charge in e.
CARTESIAN COORDINATES (ANGSTROEM)
O: -0.92515 -0.02640 -3.46635  -0.813
S: -0.65993 -0.13880 -2.06750  1.314
O: -1.34526 -1.20365 -1.53384  -0.645
C: 0.97391 -0.58946 -1.82777  -0.464
C: 1.53357 -1.94812 -1.79839  0.349
C: 2.30252 -2.57381 -0.86433  -0.156
C: 2.45375 -3.77513 -0.58130  -0.039
C: 1.92916 -4.87330 -1.66708  -1.454
C: 1.30908 -4.24960 -2.58381  -0.807
C: 1.03004 -2.84847 -2.56309  0.151
N: -1.01282 1.14540 -1.21469  0.305
C: -0.30094 2.43320 -1.49897  -1.397
C: -0.43022 3.45878 -0.61341  0.577
C: -1.87389 3.90007 -0.36908  -1.432
C: -2.79672 2.91917 0.48932  -0.862
C: -2.05916 2.41671 1.51867  -0.599
N: -0.61164 1.89576 1.28022  0.479
C: -0.15551 1.15036 2.52966  -1.300
C: 0.04608 -0.19818 2.38327  1.194
C: -0.99615 -1.11435 1.49212  -0.849
C: -0.65236 -2.29846 1.34257  0.243
C: 0.29454 -3.01867 1.73001  0.518
F: 0.74145 -4.16292 1.37888  -0.316
C: 1.39457 -2.10387 2.30650  0.574
F: 2.48589 -2.76006 2.80555  -0.394
C: 1.19478 -0.93348 2.69223  -0.739
C: 0.18283 3.03201 0.91277  -1.698
H: 1.67398 -0.13063 -2.75426  0.351
H: 1.50550 0.08781 -0.95985  0.110
H: 2.84174 -1.68399 -0.10655  -0.013
H: 3.17041 -4.05523 0.27574  0.295
H: 2.22944 -5.64481 -1.43314  0.902
H: 0.82202 -4.67390 -3.29424  0.580
H: 0.49859 -2.46492 -3.55604  0.129
H: -0.79758 1.05682 -0.25553  -0.025
H: 0.60558 2.14669 -1.82972  0.765
H: -1.06298 2.50920 -2.43643  0.380
H: -0.02710 4.29661 -1.14375  0.310
H: -2.42640 4.11457 -1.16324  0.657
H: -1.92094 4.80809 0.30277  0.382
H: -2.82176 2.02350 -0.16051  0.292
H: -3.79846 3.31704 0.67138  0.456
H: -2.69339 1.71072 2.28937  0.299
H: -1.93180 3.38900 2.26848  0.326
H: 0.90751 1.75834 2.52202  0.289
H: -0.72471 1.26056 3.45402  0.230
H: -1.85608 -0.48173 1.13571  0.189
H: -1.64776 -2.97988 0.78234  -0.063
H: 2.05501 -0.32355 3.31989  0.186
H: 1.01642 2.53849 0.45719  0.657
H: 0.33035 3.88650 1.40220  0.576

Computed properties:
strongest force on any atom = 16.1 eV/A
SMILES = O=S(=O)(Cc1ccccc1)NC[C@H]1CCCN(Cc2ccc(F)c(F)c2)C1
Kohn-Sham gap = 8.58 eV
highest occupied orbital energy = -8.28 eV
net charge = 0
2S+1 = 1

Computed, not measured: C2H8EuO2PS as an isolated structure, with ωB97M-V with the def2-TZVPD basis set.

Last column: Mulliken spin population.
CARTESIAN COORDINATES (ANGSTROEM)
O: -2.22781 0.55123 0.11536  -0.001
C: -1.22206 1.14348 0.09195  -0.003
O: -1.14005 2.34298 0.68890  -0.001
C: 0.03356 0.59274 -0.54586  0.015
P: 0.78891 -0.75057 0.66980  -0.004
S: -0.63835 -2.21108 -0.14536  -0.012
H: -2.06168 2.58715 0.87075  0.000
H: 0.81058 1.41131 -0.60147  -0.006
H: -0.17956 0.12661 -1.52466  -0.013
H: -0.11851 -0.31511 1.69687  -0.005
H: 1.33646 -1.73085 1.57332  -0.002
H: 1.77207 -1.06941 -0.41948  -0.001
H: 1.72452 0.25912 1.13899  -0.005
H: 0.11699 -3.27939 -0.49710  0.000
Eu: 1.00491 0.34181 -3.11201  7.037

Computed properties:
ΔE to the lowest compared entry with this formula, charge and spin = 0.00 kJ/mol
strongest force on any atom = 3.4 eV/A
Kohn-Sham gap (spin up / spin down) = 4.78 / 5.00 eV
⟨S²⟩ = 15.762
highest occupied orbital energy (spin up / spin down) = -11.28 / -11.31 eV
net charge = +1
2S+1 = 8

Computed, not measured: the molecule C3H6N2O2, with ωB97M-V with the def2-TZVPD basis set.

Last column: Mulliken charge in e.
CARTESIAN COORDINATES (ANGSTROEM)
H: -1.08806 -0.22754 -2.04351  0.253
N: -0.83745 -0.87036 -1.29562  -0.681
C: -0.50658 -0.23525 -0.26116  0.572
N: -0.15557 -0.67008 0.99044  -0.101
C: -0.21575 -1.99585 1.44077  0.051
O: 0.08080 -2.37884 2.54450  -0.499
O: -0.40229 1.16692 -0.07272  -0.434
C: 0.71764 1.77294 -0.70674  -0.639
H: -0.00140 0.31306 1.35134  0.341
H: -0.56845 -2.68936 0.65087  0.321
H: 0.79059 2.80079 -0.33823  0.227
H: 0.53315 1.77201 -1.77936  0.294
H: 1.65338 1.24157 -0.48059  0.295

Computed properties:
ΔE to the lowest compared entry with this formula, charge and spin = 235.48 kJ/mol
strongest force on any atom = 2.8 eV/A
SMILES = [H]/N=C(/NC=O)OC
Kohn-Sham gap = 10.87 eV
highest occupied orbital energy = -10.19 eV
net charge = 0
2S+1 = 1

Computed, not measured: a 2-piece molecular cluster, C4H10N2O overall, with ωB97M-V with the def2-TZVPD basis set.

Last column: Mulliken charge in e.
CARTESIAN COORDINATES (ANGSTROEM)
H: 2.83307 -2.03426 -0.69291  0.232
N: 2.17443 -1.32079 -0.32905  -0.336
N: 2.86179 -0.39750 0.09464  -0.121
C: 2.17895 0.70186 0.75342  -0.399
H: 1.06325 0.80555 0.66905  0.154
H: 2.60799 0.71956 1.78878  0.267
H: 2.52927 1.59280 0.08835  0.227
C: -2.15141 -0.86697 0.83781  -1.159
C: -1.75305 0.24648 -0.07761  -0.079
C: -1.22667 0.20205 -1.30156  -0.044
O: -0.90908 1.22113 -2.19302  -0.478
H: -2.05118 -1.84476 0.49478  0.380
H: -3.13013 -0.72003 1.15451  0.360
H: -1.47442 -0.73716 1.74677  0.213
H: -1.93453 1.27747 0.33227  0.241
H: -0.96897 -0.81942 -1.67766  0.245
H: -0.64930 1.97400 -1.68858  0.296

Computed properties:
ΔE to the lowest compared entry with this formula, charge and spin = 401.30 kJ/mol
strongest force on any atom = 3.6 eV/A
SMILES = [H]/N=N/C.C/C=C/O
Kohn-Sham gap = 9.65 eV
highest occupied orbital energy = -8.75 eV
net charge = 0
2S+1 = 1

Computed, not measured: a 11-piece molecular cluster, C51H70BF10N2O36 overall, with ωB97M-V with the def2-TZVPD basis set.

Last column: Mulliken charge in e.
CARTESIAN COORDINATES (ANGSTROEM)
C: 5.54704 0.90585 1.33782  -0.839
C: 4.86508 -0.24555 1.18664  -0.471
C: 3.58441 -0.22108 0.42366  0.317
O: 3.11873 0.81502 -0.01735  -0.539
O: 3.02758 -1.44341 0.18345  0.191
C: 1.71421 -1.63121 0.79399  -1.113
C: 0.57478 -1.29454 -0.13515  0.396
C: 0.06512 -2.49030 -0.94112  -0.116
C: -1.33733 -2.21908 -1.49495  -1.424
C: -1.41647 -0.97606 -2.39834  0.149
C: -2.84615 -0.39167 -2.31687  -2.779
C: -3.09326 0.49335 -1.09302  0.613
O: -4.47300 0.32998 -0.82992  -0.949
B: -4.70772 1.41956 0.15701  1.079
C: -6.21680 1.71114 0.64979  -0.749
C: -7.21855 2.07570 -0.46949  -0.490
C: -7.81684 3.45779 -0.23084  -0.294
N: -8.54721 3.49000 1.06235  -0.552
O: -4.01365 2.54439 -0.50871  -0.473
C: -2.85330 2.04443 -1.22585  2.324
C: -3.04006 2.65729 -2.63045  -0.918
C: -2.12513 3.82771 -3.01221  -1.515
C: -2.55659 5.16586 -2.36659  0.009
C: -1.38063 5.91891 -1.71386  -0.655
C: -0.93782 7.15500 -2.48547  -0.697
N: 0.08028 7.94359 -1.76524  -0.731
C: -1.69013 2.69130 -0.41618  0.113
C: -1.36809 2.01596 0.88281  -0.848
O: -0.37775 1.30323 1.00849  -0.481
O: -2.17287 2.27428 1.92784  -0.406
H: 5.01910 1.83086 1.52358  0.276
H: 6.62722 0.93562 1.28481  0.269
H: 5.24075 -1.17558 1.59644  0.411
H: 1.67130 -0.94223 1.63916  0.561
H: 1.63368 -2.63262 1.21378  0.497
H: -0.25448 -0.92092 0.46252  0.056
H: 0.86194 -0.45927 -0.76183  -0.018
H: 0.71464 -2.73145 -1.78136  -0.174
H: -0.02261 -3.33078 -0.24717  0.476
H: -1.71149 -3.07516 -2.06115  0.398
H: -2.05001 -2.07732 -0.67954  0.854
H: -1.28417 -1.32041 -3.41993  0.692
H: -0.69251 -0.20889 -2.13713  0.046
H: -3.11809 0.06868 -3.26160  0.314
H: -3.51615 -1.24051 -2.19505  0.395
H: -2.61198 -0.00114 -0.23688  0.052
H: -4.12676 0.97686 1.18321  -0.502
H: -6.15281 2.48790 1.41360  0.231
H: -6.56308 0.81580 1.16219  0.107
H: -8.05760 1.37782 -0.40331  0.338
H: -6.78636 1.97513 -1.46397  0.258
H: -8.49055 3.78258 -1.02419  0.495
H: -6.97263 4.14724 -0.15361  -0.076
H: -8.04363 4.04031 1.73760  0.193
H: -9.46542 3.89378 0.95075  0.243
H: -2.95209 1.91410 -3.42112  0.236
H: -4.05965 3.02283 -2.67838  0.007
H: -2.23359 3.95660 -4.09351  0.649
H: -1.06675 3.62404 -2.86926  0.440
H: -3.07550 5.80508 -3.07381  0.776
H: -3.23397 4.91291 -1.55798  -0.290
H: -1.62292 6.19708 -0.68792  0.325
H: -0.50430 5.27310 -1.64188  0.311
H: -0.45840 6.86112 -3.42037  0.302
H: -1.77921 7.79136 -2.74908  0.350
H: 0.88631 7.34992 -1.61202  0.287
H: -0.27746 8.13229 -0.83492  0.292
H: -2.04214 3.68696 -0.16678  -0.098
H: -0.76098 2.72100 -0.97686  0.504
H: -2.28514 1.45177 2.41497  0.379
C: 1.58367 -1.36899 5.16121  -0.516
C: 2.61727 -2.31165 5.74017  0.560
O: 1.95312 -3.57138 5.71343  -0.327
C: 1.06451 -3.50741 4.69011  0.537
O: 0.51413 -4.43470 4.19448  -0.438
O: 0.88876 -2.24756 4.27210  -0.189
F: 2.93544 -2.00604 7.02329  -0.333
H: 0.88860 -0.97630 5.90407  0.227
H: 2.03817 -0.53846 4.62709  0.294
H: 3.52610 -2.37329 5.14110  0.144
C: -6.30490 6.72750 1.91546  -0.398
C: -7.05240 7.75440 1.09891  0.375
O: -6.06870 8.18849 0.18006  -0.360
C: -5.20396 7.14104 -0.00375  0.619
O: -4.42439 7.05411 -0.88563  -0.447
O: -5.37754 6.21094 0.96226  -0.215
F: -7.45582 8.81180 1.85368  -0.309
H: -5.76212 7.18838 2.74245  0.288
H: -6.94485 5.93904 2.30101  0.131
H: -7.90999 7.35945 0.55171  0.276
C: 5.31741 -3.93396 0.32275  -0.654
C: 3.88228 -4.30212 0.03014  1.818
O: 3.44208 -4.80474 1.29006  -0.280
C: 4.17019 -4.18127 2.24574  0.548
O: 3.89569 -4.15620 3.40227  -0.483
O: 5.25171 -3.57104 1.71087  -0.327
F: 3.79280 -5.28641 -0.89574  -0.360
H: 5.98938 -4.78465 0.20127  0.326
H: 5.67673 -3.10423 -0.27936  0.351
H: 3.25131 -3.46440 -0.26796  -0.803
C: 3.72828 -1.07050 -3.83089  -0.025
C: 3.53685 -2.56530 -3.90121  0.206
O: 2.12892 -2.69233 -3.85749  -0.275
C: 1.60243 -1.55243 -4.40118  0.528
O: 0.48063 -1.42270 -4.74282  -0.522
O: 2.55018 -0.58398 -4.48625  -0.238
F: 4.07692 -3.20014 -2.82700  -0.174
H: 3.74623 -0.71085 -2.80016  -0.078
H: 4.62577 -0.73202 -4.34368  0.316
H: 3.91380 -3.02959 -4.81413  0.194
C: -0.55684 -7.37302 4.51814  0.447
C: 0.45214 -8.36887 5.03140  0.449
O: -0.25242 -9.59657 4.93791  -0.356
C: -1.15345 -9.46723 3.91931  0.568
O: -1.71720 -10.37165 3.40478  -0.534
O: -1.29825 -8.16787 3.57600  -0.176
F: 0.78148 -8.14494 6.32816  -0.288
H: -1.22572 -7.02705 5.30747  -0.101
H: -0.10145 -6.51511 4.03837  -0.222
H: 1.36698 -8.43306 4.43956  0.309
C: 3.12851 2.40730 -6.49006  -0.296
C: 3.83836 3.65137 -6.01211  0.321
O: 4.79662 3.12441 -5.10616  -0.315
C: 5.08941 1.86385 -5.52522  0.718
O: 6.02314 1.23347 -5.15668  -0.550
O: 4.17434 1.42625 -6.42068  -0.315
F: 3.00919 4.48810 -5.34175  -0.310
H: 2.31387 2.11756 -5.82470  0.238
H: 2.74655 2.49783 -7.50303  0.296
H: 4.35006 4.20691 -6.79216  0.255
C: -2.84307 -3.98690 4.64254  0.552
C: -3.58289 -4.80435 5.66795  0.479
O: -4.32947 -3.82387 6.36126  -0.395
C: -4.57133 -2.80556 5.47527  0.475
O: -5.37529 -1.95674 5.64124  -0.525
O: -3.76294 -2.91818 4.39390  -0.230
F: -2.72772 -5.41570 6.54306  -0.337
H: -1.91212 -3.57885 5.04135  -0.282
H: -2.62895 -4.53405 3.74143  -0.112
H: -4.25835 -5.54838 5.25181  0.348
C: 8.65410 -5.24598 4.91577  -0.454
C: 7.79015 -4.06741 4.53666  0.650
O: 8.58920 -3.39865 3.57668  -0.315
C: 9.36946 -4.34203 2.97572  0.655
O: 9.95983 -4.18411 1.96432  -0.504
O: 9.36515 -5.49184 3.69735  -0.325
F: 7.57374 -3.24093 5.58868  -0.315
H: 9.35957 -4.99074 5.70762  0.278
H: 8.08008 -6.11869 5.21476  0.303
H: 6.83287 -4.33627 4.08557  0.013
C: -2.60853 -5.42394 -0.18207  0.284
C: -4.04025 -5.75989 -0.52798  0.360
O: -4.51704 -6.33787 0.67947  -0.399
C: -3.80313 -5.78542 1.69236  0.595
O: -4.10038 -5.82485 2.83999  -0.438
O: -2.70477 -5.15584 1.22056  -0.217
F: -4.12045 -6.67720 -1.52293  -0.306
H: -1.94410 -6.27354 -0.34609  0.267
H: -2.22786 -4.55843 -0.71882  -0.574
H: -4.65902 -4.89861 -0.78338  0.355
C: 4.64529 7.62618 -5.56423  -0.377
C: 5.18059 7.18164 -6.90578  0.378
O: 5.13716 8.37018 -7.66450  -0.327
C: 5.27565 9.41370 -6.78876  0.569
O: 5.53920 10.52050 -7.10160  -0.478
O: 5.07850 8.98990 -5.51676  -0.335
F: 4.37641 6.24903 -7.48894  -0.320
H: 3.55592 7.58512 -5.53068  0.298
H: 5.05002 7.05889 -4.73038  0.271
H: 6.20432 6.80357 -6.88365  0.301

Computed properties:
ΔE to the lowest compared entry with this formula, charge and spin = 0.00 kJ/mol
strongest force on any atom = 2.7 eV/A
Kohn-Sham gap = 5.38 eV
highest occupied orbital energy = -4.46 eV
net charge = -1
2S+1 = 1

Q: What is the strongest force on any atom in the second record?
A: 16.1 eV/A

Q: Which of these has the highest 2S+1?
A: C2H8EuO2PS